Arrangement P

Density functional theory data (ωB97M-V/def2-TZVPD) for 2 unconnected molecules or ions with the total composition C3H4BrNS.

Atoms and positions in Å:
S (1.61778, -2.71217, -0.00535)
N (1.85758, -1.19660, -0.00315)
C (2.30194, -0.10961, 0.17402)
Br (2.18318, 1.65912, -0.05364)
C (-1.18004, 0.86292, 0.41717)
C (-1.46412, -0.07633, -0.46058)
H (-1.28003, 0.68854, 1.47725)
H (-0.85091, 1.84953, 0.12978)
H (-1.80986, -1.05046, -0.15154)
H (-1.37551, 0.08506, -1.52396)

Calculated values
SMILES: [S-][N+]#CBr.C=C
E_HOMO (eV): -8.525

***

Arrangement Q

Density functional theory data (ωB97M-V/def2-TZVPD) for 2 unconnected molecules or ions with the total composition C3H4BrNS.

Atoms and positions in Å:
C (-1.54460, 0.17656, 0.53030)
C (1.15476, -1.63862, 0.09180)
C (-0.00984, 1.63024, -0.75547)
N (-0.92281, 0.95616, -0.12799)
S (1.29935, -1.56021, 1.71790)
Br (-3.07563, 0.66968, 1.46192)
H (2.09502, -1.78053, -0.43536)
H (0.16614, -2.04170, -0.35473)
H (-0.01213, 1.64140, -1.86271)
H (0.84972, 1.94702, -0.26567)

Calculated values
E_HOMO (eV): -8.379

***

Most stable to least stable, the ends of the list are arrangement P and arrangement Q.

***

Arrangement P

Density functional theory data (ωB97M-V/def2-TZVPD) for 2 unconnected molecules or ions with the total composition CH8NS2.

Atoms and positions in Å:
N (1.84101, 0.86704, -1.39280)
H (1.16609, 0.89210, -2.13279)
H (1.51836, 0.70546, -0.32432)
H (2.52445, 1.57160, -1.51771)
H (2.33119, -0.02195, -1.59151)
C (-2.21978, -1.22574, 0.68739)
S (-0.41045, -1.19441, 0.28315)
S (0.26305, 0.58480, 1.37773)
H (-2.57196, -0.66092, 1.60919)
H (-2.75496, -0.66432, -0.10858)
H (-2.49537, -2.29684, 0.77785)
H (0.80837, 1.44318, 2.33241)

Calculated values
Net charge: +1
E_HOMO (eV): -12.901

***

Arrangement Q

Density functional theory data (ωB97M-V/def2-TZVPD) for a molecular structure, CH8NS2.

Atoms and positions in Å:
N (1.99881, -0.82868, 1.08012)
H (1.76999, -1.45443, 1.88433)
H (0.78999, 0.41343, 1.24002)
H (1.61400, -0.96060, 0.21757)
H (2.62333, 0.00380, 1.24322)
C (-1.91697, -0.33028, -0.72397)
S (-0.62646, 0.52786, 0.25166)
S (0.15923, 1.53760, -1.35283)
H (-1.69591, -1.28107, -0.40905)
H (-3.00534, -0.13084, -0.47020)
H (-1.57804, -0.22883, -1.80633)
H (-0.13263, 2.73205, -1.15455)

Calculated values
Net charge: +1
E_HOMO (eV): -14.051

***

Most stable to least stable, the ends of the list are arrangement P and arrangement Q.

***

Arrangement P

Density functional theory data (ωB97M-V/def2-TZVPD) for 2 unconnected molecules or ions with the total composition C2H7NO.

Atoms and positions in Å:
C (1.87359, 0.66571, -1.21630)
C (1.08435, -0.12364, -0.50179)
O (-0.29034, -0.18331, -0.62472)
H (2.76831, 1.07701, -0.69428)
H (1.49168, 1.39386, -1.96976)
H (1.58523, -0.85571, 0.06383)
H (-0.63943, -0.54215, 0.20610)
N (-1.96599, -0.33736, 1.71101)
H (-1.69630, 0.48265, 2.26291)
H (-2.51203, -0.96090, 2.37536)
H (-2.66043, -0.01915, 1.08509)

Calculated values
SMILES: C=CO.N
E_HOMO (eV): -8.628

***

Arrangement Q

Density functional theory data (ωB97M-V/def2-TZVPD) for 2 unconnected molecules or ions with the total composition C2H7NO.

Atoms and positions in Å:
C (-2.09559, 1.61901, 0.10664)
C (-2.16224, 0.41050, 0.64194)
O (-1.03062, -0.32163, 0.97788)
H (-3.00020, 2.11281, -0.22426)
H (-1.34907, 2.36954, 0.30088)
H (-2.95365, -0.31576, 0.67202)
H (-0.33393, 0.23046, 1.39168)
N (3.34134, -1.48001, -0.86447)
H (3.62177, -2.43495, -0.79051)
H (2.33345, -1.47837, -0.77229)
H (3.62873, -0.71162, -1.43952)

Calculated values
SMILES: C=CO.N
E_HOMO (eV): -9.357

***

Arrangement R

Density functional theory data (ωB97M-V/def2-TZVPD) for 2 unconnected molecules or ions with the total composition C2H7NO.

Atoms and positions in Å:
O (2.64092, 0.11343, -0.78135)
H (2.66118, 0.02778, -1.73870)
C (-0.97309, 0.33202, -0.05868)
C (-1.59752, -0.89122, 0.01878)
N (0.34655, 0.45862, 0.54472)
H (-1.47996, 1.26020, -0.32319)
H (-1.35848, -1.93839, -0.18960)
H (-2.56255, -0.87666, 0.55117)
H (0.52672, 0.17089, 1.50177)
H (1.09126, -0.06886, -0.05846)
H (0.70497, 1.41219, 0.53353)

Calculated values
E_HOMO (eV): -7.379

***

Arrangement S

Density functional theory data (ωB97M-V/def2-TZVPD) for 2 unconnected molecules or ions with the total composition C2H7NO.

Atoms and positions in Å:
C (-1.12322, -1.02038, 0.82838)
C (-0.88642, 0.03264, 0.04664)
N (-1.25377, 0.25200, -1.27295)
H (-1.67467, -1.88536, 0.48180)
H (-0.53533, -1.12752, 1.73636)
H (-0.22072, 0.80620, 0.40149)
H (-1.99280, -0.29860, -1.68679)
H (-1.42907, 1.21643, -1.48402)
O (2.75126, 0.50828, 0.26210)
H (2.76392, 0.34581, 1.21467)
H (2.50912, 1.42526, 0.10938)

Calculated values
SMILES: C=CN.O
E_HOMO (eV): -8.335

***

Most stable to least stable, the ends of the list are arrangement S and arrangement R.

***

Arrangement P

Density functional theory data (ωB97M-V/def2-TZVPD) for 2 unconnected molecules or ions with the total composition C2H3N2O2.

Atoms and positions in Å:
C (0.89502, 1.38047, -1.11735)
C (-0.38286, -1.40486, 0.37065)
N (0.66798, 0.83272, -0.03406)
N (-0.85080, -0.31525, 0.58546)
O (0.95527, 1.82324, -2.13338)
O (-1.62836, 0.40815, 0.99969)
H (0.61676, -1.83809, 0.06271)
H (-1.20052, -2.17042, 0.44439)
H (0.92748, 1.28405, 0.82189)

Calculated values
Net charge: +1
E_HOMO (eV): -16.610

***

Arrangement Q

Density functional theory data (ωB97M-V/def2-TZVPD) for a gas-phase ion, C2H3N2O2 (charge +1).

Atoms and positions in Å:
O (-2.28729, 0.08760, 0.46464)
N (-1.21492, 0.30205, 0.13033)
C (-0.23214, -0.77915, 0.17801)
C (0.97689, 0.05243, -0.11553)
N (0.68376, 1.22198, -0.36573)
O (0.72438, 2.30472, -0.76336)
H (-0.20692, -1.45218, -0.65188)
H (-0.42923, -1.31626, 1.03622)
H (1.98546, -0.42119, 0.08729)

Calculated values
Net charge: +1
SMILES: O=NCC=[N+]=O
E_HOMO (spin up / spin down) (eV): -15.214 / -15.218

***

Most stable to least stable, the ends of the list are arrangement P and arrangement Q.

***

Arrangement P

Density functional theory data (ωB97M-V/def2-TZVPD) for 2 unconnected molecules or ions with the total composition C2H3N2O2.

Atoms and positions in Å:
C (2.95694, -0.58817, -0.03622)
C (-1.79358, 0.06114, -0.30428)
N (1.95268, 0.00873, -0.08700)
N (0.99235, 0.56966, -0.57471)
O (-1.08715, -0.81795, -0.56645)
O (0.26744, 1.42871, -0.11238)
H (3.89768, -0.86767, -0.09612)
H (-2.95452, 0.21890, -0.31856)
H (-1.22714, 0.93415, 0.30389)

Calculated values
Net charge: +1
E_HOMO (spin up / spin down) (eV): -14.752 / -14.751

***

Arrangement Q

Density functional theory data (ωB97M-V/def2-TZVPD) for 2 unconnected molecules or ions with the total composition C2H3N2O2.

Atoms and positions in Å:
C (1.14421, -0.05563, -0.32818)
C (0.64444, 1.15052, 0.04887)
N (2.06380, -0.67426, 0.02151)
N (-0.05629, 2.03590, 0.35783)
O (2.74360, -1.55183, 0.33031)
O (-1.63906, -0.47842, -0.02285)
H (-0.72833, -0.34170, -0.22888)
H (-1.80771, 0.34052, 0.67197)
H (-2.36468, -0.42510, -0.85058)

Calculated values
Net charge: +1
E_HOMO (eV): -15.513

***

Arrangement R

Density functional theory data (ωB97M-V/def2-TZVPD) for a gas-phase ion, C2H3N2O2 (charge +1).

Atoms and positions in Å:
O (-2.64084, 0.09413, -0.09619)
C (-1.52958, -0.10641, 0.25811)
C (-0.12648, 0.26479, -0.18309)
N (0.39442, 1.11241, 0.66043)
N (-0.04207, 1.41852, 1.87442)
O (-1.21850, 1.25575, 2.07969)
H (-1.36268, -0.72087, 1.25007)
H (0.25355, -0.22464, -0.98268)
H (1.36085, 1.23136, 0.56986)

Calculated values
Net charge: +1
SMILES: O=C/C=[NH+]\N=O
E_HOMO (eV): -15.953

***

Arrangement S

Density functional theory data (ωB97M-V/def2-TZVPD) for 2 unconnected molecules or ions with the total composition C2H3N2O2.

Atoms and positions in Å:
C (-0.82039, 3.20912, -1.48221)
C (1.00407, 0.33078, 0.18251)
N (1.30468, 1.45637, 0.49080)
N (0.63730, -0.84068, 0.50009)
O (0.03938, 2.50972, -1.27958)
O (1.27729, 2.63367, 0.20566)
H (-1.26668, 4.24837, -1.40177)
H (1.06802, -1.69022, 0.04419)
H (-0.37771, -0.85815, 0.91232)

Calculated values
Net charge: +1
E_HOMO (spin up / spin down) (eV): -13.069 / -13.346

***

Most stable to least stable, the ends of the list are arrangement R and arrangement P.

***

Arrangement P

Density functional theory data (ωB97M-V/def2-TZVPD) for C4H6NP in the gas phase.

Atoms and positions in Å:
C (-2.68620, -1.93375, -0.76519)
C (-1.58113, -1.63497, -0.32656)
N (-0.62692, -0.98489, -0.13708)
C (0.48129, -0.04719, 0.00071)
P (1.36602, 0.98252, -0.95725)
C (2.12763, 1.73812, 0.54966)
H (-3.00081, -1.76682, -1.73929)
H (-3.43513, -2.22040, -0.35155)
H (0.70132, 0.09153, 1.11312)
H (2.44137, 1.03856, 1.32224)
H (1.31018, 2.35206, 0.94805)
H (2.90237, 2.38523, 0.34315)

Calculated values
SMILES: C=C=N/C=P/C
E_HOMO (eV): -7.664

***

Arrangement Q

Density functional theory data (ωB97M-V/def2-TZVPD) for 2 unconnected molecules or ions with the total composition C4H6NP.

Atoms and positions in Å:
C (1.56939, 0.77030, -0.52285)
C (0.11700, 0.86652, -0.77154)
C (1.81851, -0.32567, 0.20546)
C (-0.51931, -0.06516, -0.18834)
N (-2.64071, -0.49510, -0.11409)
P (0.41035, -1.36788, 0.65231)
H (2.29741, 1.52125, -0.87397)
H (-0.32232, 1.53537, -1.50041)
H (2.82657, -0.62474, 0.48165)
H (-2.86388, -1.39609, 0.35668)
H (-3.03838, 0.34512, 0.44928)
H (0.34538, -0.76393, 1.82582)

Calculated values
E_HOMO (spin up / spin down) (eV): -8.881 / -8.880

***

Most stable to least stable, the ends of the list are arrangement Q and arrangement P.